1.
{
  "formula": "C26H41MnN2S",
  "method": "ωB97M-V/def2-TZVPD",
  "spin_multiplicity": 4,
  "e_homo_ev": [-9.62, -10.10],
  "orbital_gap_ev": [6.08, 7.07],
  "fmax_ev_per_a": 2.26,
  "e_tot_ev": -72754.2637,
  "total_charge": 1,
  "lumo_ev": [-3.546, -3.032],
  "species": ["C", "C", "C", "C", "C", "Mn", "C", "C", "H", "C", "H", "H", "C", "H", "H", "H", "C", "H", "H", "H", "C", "H", "H", "H", "C", "H", "H", "H", "C", "H", "H", "H", "C", "H", "H", "H", "C", "H", "H", "H", "C", "C", "C", "C", "H", "C", "H", "C", "H", "H", "H", "C", "C", "N", "C", "S", "N", "C", "C", "H", "H", "H", "H", "H", "H", "H", "H", "H", "H", "H", "H"],
  "xyz": [[-1.74678, -0.04053, 1.41604], [-1.58477, -1.45606, 1.10404], [-2.08651, -1.67881, -0.21096], [-2.43587, -0.43136, -0.78777], [-2.16716, 0.60083, 0.17304], [-0.02256, 0.04612, 0.25333], [1.60565, 0.70456, -1.85184], [1.59669, 1.28536, -0.47003], [2.55307, 1.31094, 0.06824], [0.48993, 1.99941, 0.09433], [-0.17717, 2.58747, -0.53461], [0.59607, 2.39744, 1.10959], [2.93508, 0.70733, -2.63022], [3.81922, 0.43953, -2.04421], [2.85805, -0.02226, -3.43575], [3.13101, 1.67139, -3.09362], [0.55868, 1.26349, -2.80576], [-0.38237, 1.58732, -2.33081], [0.94395, 2.10822, -3.38446], [0.28681, 0.48478, -3.51879], [-1.26560, -2.50978, 2.09942], [-0.77929, -2.08853, 2.98696], [-2.17304, -3.03443, 2.43387], [-0.59017, -3.26182, 1.67655], [-2.30064, -3.01075, -0.82795], [-1.39645, -3.63148, -0.75772], [-3.11622, -3.56193, -0.33833], [-2.56478, -2.92565, -1.88695], [-3.13450, -0.22282, -2.08125], [-2.73488, -0.85798, -2.88253], [-4.20598, -0.46293, -1.99685], [-3.05411, 0.81977, -2.41577], [-2.70528, 1.98387, 0.06723], [-2.54876, 2.39769, -0.93990], [-3.79323, 1.99427, 0.25688], [-2.23247, 2.66245, 0.79057], [-1.82497, 0.54482, 2.77753], [-1.76638, 1.63890, 2.74453], [-2.77947, 0.27901, 3.26077], [-1.01589, 0.17168, 3.42021], [0.81226, -1.01747, -1.50355], [2.10969, -1.42279, -1.21463], [0.08554, -1.76437, -2.48113], [2.69659, -2.52839, -1.77013], [2.53879, -0.85790, -0.36522], [0.75456, -2.75396, -3.20373], [-0.93994, -1.55047, -2.70307], [2.03080, -3.18195, -2.80202], [3.68098, -2.83414, -1.45563], [0.25606, -3.23707, -4.04739], [2.51162, -4.01553, -3.33017], [5.67652, 1.68726, 3.85140], [4.53768, 1.88666, 2.87019], [3.59218, 0.76561, 3.06220], [2.25646, 0.87083, 2.85293], [1.44229, -0.45064, 2.09268], [1.61041, 1.95490, 3.33098], [1.96308, 2.54730, 4.65455], [1.67232, 4.03529, 4.61496], [5.29751, 1.43804, 4.84194], [6.29292, 2.58517, 3.92452], [6.31717, 0.86094, 3.51086], [4.02089, 2.84212, 3.00745], [4.91199, 1.85672, 1.83696], [3.96608, -0.13786, 2.81936], [0.60843, 2.00728, 3.13302], [1.36283, 2.05199, 5.43865], [3.01747, 2.32706, 4.85891], [0.60074, 4.21296, 4.48431], [1.99102, 4.50444, 5.55170], [2.21193, 4.50854, 3.78449]],
  "lowdin_charge": [-0.352, -0.268, -0.214, -0.224, -0.269, 0.533, -0.344, -0.226, 0.104, -0.130, 0.066, 0.059, -0.028, 0.091, 0.098, 0.095, -0.039, 0.078, 0.099, 0.088, -0.048, 0.057, 0.102, 0.089, -0.021, 0.094, 0.103, 0.079, -0.028, 0.068, 0.103, 0.081, -0.043, 0.079, 0.108, 0.079, -0.050, 0.075, 0.103, 0.054, -0.168, -0.160, -0.060, -0.052, 0.078, -0.039, 0.068, -0.038, 0.113, 0.117, 0.120, -0.082, -0.226, -0.001, -0.696, 0.816, 0.019, -0.208, -0.080, 0.076, 0.083, 0.085, 0.109, 0.122, 0.121, 0.109, 0.132, 0.101, 0.079, 0.085, 0.079]
}

---

2.
{
  "formula": "C26H41MoN2S",
  "method": "ωB97M-V/def2-TZVPD",
  "spin_multiplicity": 3,
  "e_homo_ev": [-10.10, -10.38],
  "orbital_gap_ev": [7.47, 7.07],
  "fmax_ev_per_a": 5.37,
  "e_tot_ev": -43290.7335,
  "total_charge": 1,
  "lumo_ev": [-2.628, -3.313],
  "species": ["C", "C", "C", "C", "C", "Mo", "C", "C", "H", "C", "H", "H", "C", "H", "H", "H", "C", "H", "H", "H", "C", "H", "H", "H", "C", "H", "H", "H", "C", "H", "H", "H", "C", "H", "H", "H", "C", "H", "H", "H", "C", "C", "C", "C", "H", "C", "H", "C", "H", "H", "H", "C", "C", "N", "C", "S", "N", "C", "C", "H", "H", "H", "H", "H", "H", "H", "H", "H", "H", "H", "H"],
  "xyz": [[1.08430, -1.99454, 0.46033], [1.96426, -1.17306, -0.32467], [1.43908, -1.10380, -1.65980], [0.18682, -1.82749, -1.69282], [-0.02728, -2.37627, -0.36789], [-0.08091, -0.17706, -0.28383], [-2.37475, 1.20701, -0.38894], [-2.04772, 0.80165, 0.91707], [-1.84540, 1.61506, 1.61435], [-1.91697, -0.55423, 1.29594], [-2.44286, -1.36115, 0.78950], [-1.82664, -0.78949, 2.33700], [-2.45526, 2.67213, -0.73270], [-1.84900, 3.28317, -0.04959], [-2.11775, 2.87939, -1.76153], [-3.50484, 3.00431, -0.64951], [-2.99883, 0.25168, -1.36245], [-2.85098, -0.80510, -1.09604], [-4.08536, 0.43686, -1.41513], [-2.59651, 0.38624, -2.37960], [3.29039, -0.63910, 0.09981], [3.30614, -0.37824, 1.16281], [4.09106, -1.37549, -0.06786], [3.55758, 0.25754, -0.47017], [2.15459, -0.52401, -2.83281], [2.65935, 0.41155, -2.56402], [2.91230, -1.22041, -3.21693], [1.46258, -0.30442, -3.65131], [-0.65455, -2.08013, -2.89308], [-0.65295, -1.22427, -3.57654], [-0.26640, -2.94353, -3.44752], [-1.69263, -2.29101, -2.61496], [-1.08348, -3.36783, -0.01471], [-2.03005, -3.13770, -0.51516], [-0.78391, -4.37313, -0.34210], [-1.25326, -3.40844, 1.06485], [1.34248, -2.46964, 1.85216], [0.41905, -2.72175, 2.38410], [1.98223, -3.36035, 1.86676], [1.87777, -1.72074, 2.44776], [0.44796, 1.71230, -1.46567], [1.06126, 2.84686, -0.93861], [0.08250, 1.64049, -2.80992], [1.40969, 3.89276, -1.81615], [1.28659, 2.87885, 0.13862], [0.43448, 2.67029, -3.68579], [-0.42709, 0.74556, -3.18540], [1.10097, 3.78694, -3.17894], [1.92507, 4.77528, -1.42580], [0.19692, 2.55341, -4.74485], [1.37267, 4.58463, -3.86477], [0.90444, -2.07963, 5.79523], [1.51429, -0.69876, 5.71902], [1.23443, 0.00794, 4.46535], [0.07435, 0.14506, 3.76574], [0.61729, 0.35480, 2.04613], [-1.10631, 0.33200, 4.41720], [-1.24751, 0.89645, 5.78221], [-0.45938, 2.17987, 5.95804], [-0.18917, -2.05821, 5.65422], [1.13011, -2.46806, 6.79540], [1.35042, -2.75666, 5.04679], [1.12618, 0.01966, 6.44168], [2.61440, -0.73570, 5.75876], [1.95595, -0.00835, 3.73921], [-1.85445, 0.50597, 3.76123], [-2.32079, 1.07988, 5.92598], [-0.92359, 0.08622, 6.44331], [-0.88078, 2.96443, 5.30860], [-0.56027, 2.51158, 6.99808], [0.60660, 2.04582, 5.71505]],
  "lowdin_charge": [-0.331, -0.319, -0.299, -0.321, -0.325, 1.347, -0.371, -0.280, 0.098, -0.167, 0.047, 0.027, -0.057, 0.087, 0.084, 0.097, -0.063, 0.054, 0.108, 0.080, -0.017, 0.062, 0.106, 0.089, -0.021, 0.090, 0.105, 0.075, -0.024, 0.070, 0.104, 0.077, -0.033, 0.077, 0.105, 0.080, -0.073, 0.082, 0.105, 0.024, -0.244, -0.130, -0.190, -0.081, 0.083, -0.084, 0.068, -0.091, 0.104, 0.109, 0.102, -0.071, -0.220, -0.050, -0.554, 0.767, 0.043, -0.205, -0.074, 0.077, 0.088, 0.081, 0.094, 0.136, 0.068, 0.109, 0.132, 0.101, 0.091, 0.090, 0.072]
}